#A
{"formula": "C8H13NS", "method": "wB97M-V/def2-TZVPD", "elements": ["C", "C", "C", "C", "C", "C", "C", "C", "N", "S", "H", "H", "H", "H", "H", "H", "H", "H", "H", "H", "H", "H", "H"], "positions_angstrom": [[0.061, 2.037, 0.617], [0.588, -0.466, 0.710], [0.863, -0.929, 1.950], [-3.124, -0.034, 0.036], [-0.352, 3.057, -0.047], [0.376, 0.183, -1.276], [0.626, -1.195, -0.671], [1.934, -1.862, -0.855], [0.448, 0.823, 0.109], [-2.422, -1.118, 1.002], [0.071, 1.959, 1.701], [0.739, -0.494, 2.903], [1.045, -2.031, 2.053], [-4.089, 0.355, 0.295], [-2.650, 0.111, -1.024], [-0.553, 3.017, -1.133], [-0.525, 3.953, 0.499], [1.104, 0.519, -2.083], [-0.651, 0.264, -1.737], [-0.195, -1.836, -0.795], [1.781, -2.991, -0.732], [2.364, -1.715, 0.143], [2.563, -1.606, -1.664]], "mulliken_charge": [0.201, -0.158, -1.017, -0.267, -0.920, -0.651, 0.544, -1.366, 0.161, -0.139, 0.234, 0.344, 0.234, 0.310, 0.127, 0.236, 0.281, 0.311, 0.110, 0.398, 0.311, 0.344, 0.371], "charge": 0, "gap_ev": 7.4, "homo_energy_ev": -7.7}

=====

#B
{"formula": "C8H13NS", "method": "wB97M-V/def2-TZVPD", "elements": ["C", "C", "C", "C", "C", "C", "C", "C", "N", "S", "H", "H", "H", "H", "H", "H", "H", "H", "H", "H", "H", "H", "H"], "positions_angstrom": [[1.205, 1.344, 0.478], [2.485, 1.218, 0.974], [1.413, -1.045, 1.165], [0.858, -2.099, 1.726], [-1.993, 0.895, -0.085], [-0.197, 0.815, -1.773], [-1.076, -1.347, -0.702], [-0.712, 0.129, -0.488], [0.315, 0.370, 0.590], [2.966, -0.500, 1.257], [0.707, 2.296, 0.294], [3.161, 2.066, 1.058], [1.561, -2.840, 2.292], [-0.228, -2.406, 1.842], [-2.264, 0.407, 0.863], [-1.766, 1.891, 0.028], [-2.801, 0.849, -0.789], [0.118, 1.854, -1.531], [-1.020, 0.845, -2.507], [0.720, 0.560, -2.281], [-0.164, -1.809, -1.049], [-1.459, -1.876, 0.177], [-1.831, -1.617, -1.537]], "mulliken_charge": [-0.204, -0.579, 0.468, -0.695, -1.720, -1.471, -1.739, 1.681, -0.144, -0.205, 0.348, 0.389, 0.194, 0.230, 0.398, 0.455, 0.399, 0.362, 0.381, 0.382, 0.484, 0.268, 0.315], "charge": 0, "gap_ev": 8.1, "homo_energy_ev": -7.2}

=====

#B ends up most stable, edging out the next structure by 0.396 eV.

=====

#A
{"formula": "C2H5O2", "method": "wB97M-V/def2-TZVPD", "elements": ["O", "H", "O", "C", "C", "H", "H", "H", "H"], "positions_angstrom": [[2.187, -0.213, -1.271], [1.521, 0.559, -1.167], [-1.268, 0.955, -0.860], [-1.298, 0.141, 0.051], [-0.444, 0.116, 1.140], [-2.108, -0.740, -0.003], [0.206, 0.928, 1.401], [-0.474, -0.724, 1.824], [1.678, -1.022, -1.115]], "mulliken_charge": [-0.748, 0.366, -0.681, -0.004, -0.914, 0.189, 0.256, 0.212, 0.324], "charge": -1, "gap_ev": 7.0, "homo_energy_ev": -2.2}

=====

#B
{"formula": "C2H5O2", "method": "wB97M-V/def2-TZVPD", "elements": ["C", "O", "H", "H", "H", "O", "C", "H", "H"], "positions_angstrom": [[-0.178, -0.907, 0.817], [-0.179, 0.488, 0.773], [-0.398, -1.257, 1.836], [-0.917, -1.325, 0.118], [0.797, -1.330, 0.528], [0.365, 0.093, -1.710], [0.188, 1.012, -0.868], [-0.736, 1.616, -0.957], [1.059, 1.610, -0.538]], "mulliken_charge": [-0.553, -0.508, 0.237, 0.191, 0.191, -0.722, -0.149, 0.155, 0.157], "charge": -1, "gap_ev": 7.7, "homo_energy_ev": -2.8}

=====

#C
{"formula": "C2H5O2", "method": "wB97M-V/def2-TZVPD", "elements": ["O", "C", "O", "H", "C", "H", "H", "H", "H"], "positions_angstrom": [[0.279, 0.971, 1.339], [-0.185, -0.104, 1.807], [-0.436, -1.180, 1.204], [-0.464, -0.105, 2.914], [0.173, 0.073, -1.464], [-0.786, 0.039, -1.993], [0.096, -0.558, -0.592], [0.332, 1.095, -1.092], [0.991, -0.231, -2.124]], "mulliken_charge": [-0.672, 0.036, -0.717, 0.339, -0.827, 0.203, 0.200, 0.195, 0.244], "charge": -1, "gap_ev": 8.5, "homo_energy_ev": -3.8}

=====

#C ends up most stable, edging out the next structure by 1.356 eV.

=====

#A
{"formula": "CH2BrOP", "method": "wB97M-V/def2-TZVPD", "elements": ["C", "O", "P", "Br", "H", "H"], "positions_angstrom": [[-1.778, -0.187, 0.016], [2.875, 0.094, -0.700], [2.678, 0.209, 0.714], [-0.208, -0.271, 1.077], [-1.355, -0.742, -0.883], [-2.212, 0.898, -0.222]], "mulliken_charge": [-0.442, -0.336, 0.266, 0.001, 0.236, 0.275], "charge": 0, "gap_ev": [9.2, 5.6], "homo_energy_ev": [-9.6, -7.2]}

=====

#B
{"formula": "CH2BrOP", "method": "wB97M-V/def2-TZVPD", "elements": ["C", "O", "P", "Br", "H", "H"], "positions_angstrom": [[-0.124, 0.342, -1.046], [-0.496, 0.157, 1.733], [0.288, -0.995, 2.098], [1.469, -0.230, -0.402], [-0.671, 1.166, -0.690], [-0.466, -0.440, -1.693]], "mulliken_charge": [-0.615, -0.332, 0.266, -0.055, 0.416, 0.320], "charge": 0, "gap_ev": [8.6, 6.1], "homo_energy_ev": [-8.7, -7.1]}

=====

#B ends up most stable, edging out the next structure by 0.369 eV.

=====

#A
{"formula": "C3H8NO2", "method": "wB97M-V/def2-TZVPD", "elements": ["N", "C", "C", "O", "C", "O", "H", "H", "H", "H", "H", "H", "H", "H"], "positions_angstrom": [[-1.492, -0.527, 0.582], [-0.363, 0.215, -0.103], [0.859, -0.693, -0.287], [0.471, -1.961, -0.914], [0.153, 1.616, 0.563], [0.982, 2.160, -0.305], [-1.283, -1.515, 0.512], [-2.408, -0.376, 0.116], [-0.783, 0.435, -1.099], [1.611, -0.108, -0.876], [1.189, -0.691, 0.804], [1.240, -2.211, -1.385], [-0.772, 2.267, 0.796], [0.598, 1.391, 1.595]], "mulliken_charge": [-0.754, 0.242, -0.575, -0.519, -0.524, -0.857, 0.250, 0.239, 0.273, 0.340, 0.201, 0.302, 0.194, 0.187], "charge": -1, "gap_ev": 6.0, "homo_energy_ev": -2.3}

=====

#B
{"formula": "C3H8NO2", "method": "wB97M-V/def2-TZVPD", "elements": ["C", "C", "C", "N", "O", "O", "H", "H", "H", "H", "H", "H", "H", "H"], "positions_angstrom": [[-1.423, 0.458, 0.198], [0.880, 0.205, -1.390], [0.008, 0.655, 0.471], [0.551, -0.399, 1.404], [1.620, 0.275, 2.068], [0.421, 1.886, 0.630], [-1.590, -0.540, -0.310], [-1.680, 1.263, -0.539], [-2.140, 0.496, 1.122], [1.194, -0.854, -1.248], [1.616, 0.925, -1.139], [-0.023, 0.464, -1.891], [-0.117, -0.526, 2.141], [1.459, 1.179, 1.619]], "mulliken_charge": [-1.341, -1.169, 0.778, -0.318, -0.471, -0.849, 0.292, 0.265, 0.368, 0.259, 0.294, 0.308, 0.234, 0.350], "charge": -1, "gap_ev": 6.7, "homo_energy_ev": -2.3}

=====

#A ends up most stable, edging out the next structure by 1.608 eV.

=====

#A
{"formula": "C2HCl2IO", "method": "wB97M-V/def2-TZVPD", "elements": ["C", "C", "O", "Cl", "Cl", "I", "H"], "positions_angstrom": [[-0.458, 0.290, -0.667], [-0.463, -0.105, 0.725], [-0.091, 1.374, -1.058], [0.150, 0.958, 1.883], [-1.212, -1.513, 1.244], [2.924, -0.519, -0.783], [-0.851, -0.485, -1.345]], "mulliken_charge": [-0.277, 0.544, -0.436, -0.071, -0.125, 0.039, 0.328], "charge": 0, "gap_ev": [8.5, 5.8], "homo_energy_ev": [-10.4, -9.0]}

=====

#B
{"formula": "C2HCl2IO", "method": "wB97M-V/def2-TZVPD", "elements": ["C", "C", "O", "Cl", "Cl", "I", "H"], "positions_angstrom": [[-0.953, 0.235, 0.399], [0.279, -0.430, -0.174], [-1.067, 0.657, 1.489], [1.009, -1.767, 0.692], [0.283, -0.683, -1.872], [2.188, 1.520, -0.065], [-1.739, 0.468, -0.469]], "mulliken_charge": [0.079, 0.119, -0.330, -0.059, -0.060, 0.022, 0.229], "charge": 0, "gap_ev": [7.0, 7.1], "homo_energy_ev": [-9.7, -9.7]}

=====

#B ends up most stable, edging out the next structure by 0.196 eV.

=====

#A
{"formula": "C2H3Cl2NO2", "method": "wB97M-V/def2-TZVPD", "elements": ["C", "C", "N", "O", "O", "Cl", "Cl", "H", "H", "H"], "positions_angstrom": [[0.477, 0.483, -0.421], [1.800, 0.186, 0.441], [-2.577, -0.349, -0.559], [0.695, 1.052, -1.438], [-0.536, 0.093, 0.221], [-2.499, -2.007, -0.704], [-3.543, 0.100, 0.763], [1.943, -0.836, 0.245], [1.707, 0.387, 1.532], [2.533, 0.890, -0.080]], "mulliken_charge": [0.688, -0.759, 0.036, -0.530, -0.462, 0.131, 0.111, 0.244, 0.288, 0.253], "charge": 0, "gap_ev": [5.9, 5.9], "homo_energy_ev": [-9.3, -9.3]}

=====

#B
{"formula": "C2H3Cl2NO2", "method": "wB97M-V/def2-TZVPD", "elements": ["C", "C", "N", "O", "O", "Cl", "Cl", "H", "H", "H"], "positions_angstrom": [[0.788, 0.036, -0.898], [-0.009, 0.461, 0.369], [-0.920, -0.720, 0.841], [-1.474, -1.317, -0.037], [-1.084, -0.786, 2.040], [1.063, 0.927, 1.647], [-1.206, 1.844, -0.050], [0.791, 0.738, -1.742], [1.743, -0.275, -0.784], [0.308, -0.906, -1.387]], "mulliken_charge": [-1.256, 0.653, 0.819, -0.500, -0.511, -0.106, -0.164, 0.335, 0.406, 0.323], "charge": 0, "gap_ev": 10.8, "homo_energy_ev": -11.4}

=====

#C
{"formula": "C2H3Cl2NO2", "method": "wB97M-V/def2-TZVPD", "elements": ["C", "C", "N", "O", "O", "Cl", "Cl", "H", "H", "H"], "positions_angstrom": [[0.794, -0.203, -1.231], [-3.032, 0.147, 0.531], [-1.854, 0.008, 0.920], [-1.596, -0.521, 2.167], [0.090, -0.776, -1.994], [-3.426, 0.611, -1.016], [-4.402, -0.335, 1.572], [0.466, 0.719, -0.612], [1.806, -0.597, -0.880], [-2.407, -0.687, 2.530]], "mulliken_charge": [-0.038, 0.450, -0.107, -0.266, -0.368, -0.089, -0.243, 0.183, 0.221, 0.257], "charge": 0, "gap_ev": 10.4, "homo_energy_ev": -9.9}

=====

#C ends up most stable, edging out the next structure by 0.353 eV.

=====

#A
{"formula": "C8H8O", "method": "wB97M-V/def2-TZVPD", "elements": ["C", "C", "C", "C", "C", "C", "C", "C", "H", "H", "H", "H", "H", "H", "H", "H", "O"], "positions_angstrom": [[-2.111, 0.646, 0.766], [-0.817, 0.466, 0.433], [-0.063, 1.611, -0.198], [1.241, 1.413, -0.379], [2.040, 0.092, -0.155], [1.158, -1.030, 0.243], [-0.331, -0.830, 0.139], [-0.974, -1.781, -0.510], [-2.740, -0.330, 1.050], [-2.635, 1.636, 0.713], [-0.428, 2.617, -0.240], [1.748, 2.319, -0.896], [3.015, -0.161, -0.562], [1.451, -2.017, 0.038], [-0.572, -2.693, -0.745], [-2.010, -1.574, -0.934], [2.028, -0.384, 1.234]], "mulliken_charge": [-0.923, 0.539, -0.561, -0.463, 0.080, -0.443, 0.684, -1.087, 0.262, 0.258, 0.339, 0.239, 0.417, 0.521, 0.347, 0.266, -0.474], "charge": 0, "gap_ev": 9.2, "homo_energy_ev": -8.8}

=====

#B
{"formula": "C8H8O", "method": "wB97M-V/def2-TZVPD", "elements": ["C", "C", "C", "C", "C", "C", "C", "C", "H", "H", "H", "H", "H", "H", "H", "H", "O"], "positions_angstrom": [[-1.758, -1.206, 0.274], [-1.491, 1.249, -0.116], [-0.263, 0.721, -0.080], [0.942, 1.364, 0.025], [2.180, 0.500, 0.141], [2.045, -0.817, -0.107], [0.752, -1.366, -0.266], [-0.388, -0.647, 0.093], [-2.106, -2.242, -0.453], [-1.909, -1.537, 1.486], [-1.905, 2.348, -0.850], [-1.318, 1.681, 0.944], [1.068, 2.606, -0.185], [3.038, 1.330, 0.358], [2.929, -1.629, -0.497], [0.707, -2.415, -0.514], [-2.523, 0.061, -0.254]], "mulliken_charge": [-0.274, -0.513, 0.533, -0.384, -0.256, -0.385, -0.508, 0.283, 0.269, 0.204, 0.267, 0.222, 0.195, 0.209, 0.165, 0.373, -0.399], "charge": 0, "gap_ev": 9.4, "homo_energy_ev": -8.8}

=====

#A ends up most stable, edging out the next structure by 2.629 eV.